[1]
Computed, not measured: a 5-piece molecular cluster, CH14NO4 overall, with ωB97M-V/def2-TZVPD.

Values from the calculation:
net charge	+1

Last column: natural (NBO) charge in e.
Atoms and positions in Å:
O -1.25 -0.87 -2.96  -0.960
O 1.79 2.25 2.82  -0.962
O 1.35 -1.22 -1.92  -0.981
O 0.24 -0.41 2.55  -1.001
N -0.95 -0.48 -0.01  -0.686
C -1.69 0.71 -0.50  -0.423
H -2.65 0.47 -0.94  0.250
H -1.23 -1.77 -3.30  0.479
H 2.00 -0.51 -1.87  0.493
H 1.57 3.17 2.82  0.488
H 0.28 -0.75 3.45  0.501
H -0.37 -0.86 -0.76  0.459
H -0.31 -0.19 0.74  0.470
H -1.09 1.29 -1.20  0.228
H -1.86 1.39 0.33  0.224
H -1.57 -1.26 0.20  0.442
H -0.30 -0.70 -2.90  0.480
H 1.87 -1.96 -2.28  0.507
H 2.66 2.25 2.40  0.482
H 0.73 0.44 2.69  0.509


[2]
Computed, not measured: a 5-piece molecular cluster, CH14NO4 overall, with ωB97M-V/def2-TZVPD.

Values from the calculation:
net charge	+1

Last column: natural (NBO) charge in e.
Atoms and positions in Å:
O 0.71 -0.56 0.75  -0.994
O 0.88 3.19 1.96  -0.956
O 0.53 -3.34 0.18  -0.947
O 1.31 -1.19 -2.69  -0.951
N -1.22 0.77 -0.17  -0.692
C -2.68 1.36 -0.06  -0.449
H -3.45 0.56 -0.24  0.246
H 1.85 3.38 2.12  0.482
H 0.92 -0.47 1.64  0.477
H 1.37 -3.44 -0.25  0.486
H 0.57 4.09 2.13  0.476
H 0.58 -1.53 0.66  0.505
H -2.85 1.94 0.90  0.256
H -1.16 -0.27 -0.21  0.470
H -0.49 1.23 0.37  0.478
H -2.90 2.03 -0.98  0.236
H 0.60 -3.93 0.92  0.485
H -1.07 1.07 -1.15  0.440
H 0.95 -1.88 -3.14  0.470
H 2.25 -1.19 -2.82  0.482


[3]
Computed, not measured: a 5-piece molecular cluster, CH14NO4 overall, with ωB97M-V/def2-TZVPD.

Values from the calculation:
net charge	+1

Last column: natural (NBO) charge in e.
Atoms and positions in Å:
O -0.89 0.99 2.85  -0.939
O 1.39 -1.53 1.59  -1.008
O -1.05 0.25 -2.72  -1.003
O -2.13 0.47 0.74  -0.981
N 0.82 -0.25 -1.15  -0.688
C 2.19 0.06 -1.53  -0.453
H -2.24 1.21 1.33  0.492
H -1.36 -0.23 -3.53  0.522
H 1.53 -0.54 1.53  0.481
H 2.31 0.17 -2.63  0.251
H 0.65 -0.32 -0.17  0.436
H -1.91 0.54 -2.25  0.519
H -2.74 -0.14 1.20  0.493
H 0.45 -0.98 -1.69  0.436
H 1.99 -2.15 2.08  0.531
H -0.60 0.27 3.40  0.483
H 0.00 0.55 -1.45  0.495
H -0.61 0.82 2.01  0.455
H 2.17 1.21 -1.33  0.225
H 2.98 -0.47 -1.01  0.253


[4]
Computed, not measured: a 5-piece molecular cluster, CH14NO4 overall, with ωB97M-V/def2-TZVPD.

Values from the calculation:
net charge	+2
multiplicity	2

Last column: natural (NBO) charge in e.
Atoms and positions in Å:
O -0.78 -3.03 -0.03  -0.969
O -1.64 2.00 -0.57  -1.029
O 4.85 -1.42 1.85  -0.093
O -3.99 2.03 -1.86  -0.949
N -0.11 0.04 0.29  -0.699
C 1.35 -0.01 0.64  -0.428
H -0.74 -2.84 -0.95  0.471
H -4.58 2.80 -1.71  0.502
H -3.82 2.13 -2.81  0.493
H 1.54 0.88 1.22  0.238
H -0.72 0.41 1.03  0.461
H -1.62 2.95 -0.46  0.494
H 5.20 -1.28 2.78  0.545
H 5.68 -1.71 1.35  0.548
H -2.52 1.96 -1.04  0.521
H 1.52 -1.00 1.05  0.228
H -0.33 0.74 -0.45  0.482
H 1.97 0.11 -0.24  0.228
H -0.78 -3.97 0.07  0.503
H -0.50 -0.79 -0.15  0.453


[5]
Computed, not measured: CH14Na4O10 as an isolated structure, with ωB97M-V/def2-TZVPD.

Values from the calculation:
net charge	+2

Last column: natural (NBO) charge in e.
Atoms and positions in Å:
Na 9.23 -7.92 -17.16  0.987
Na 14.54 -5.46 -14.09  0.987
Na 12.84 -8.71 -16.08  0.983
Na 11.95 -4.24 -16.77  0.975
O 8.68 -3.23 -14.77  -0.927
O 9.86 -3.42 -17.65  -0.931
O 12.17 -6.13 -14.94  -1.013
O 7.34 -6.37 -16.06  -0.998
O 10.64 -10.52 -13.73  -0.924
O 10.07 -5.84 -15.66  -0.898
O 10.66 -7.83 -14.91  -0.950
O 12.37 -7.95 -12.36  -0.938
O 12.29 -4.73 -12.41  -0.967
O 8.62 -6.65 -12.79  -0.939
C 10.95 -6.59 -15.12  0.949
H 10.19 -4.19 -18.12  0.431
H 8.29 -7.46 -12.39  0.484
H 11.46 -10.94 -14.01  0.451
H 11.88 -7.96 -13.20  0.474
H 9.16 -6.93 -13.53  0.453
H 10.69 -9.59 -14.00  0.472
H 13.21 -8.40 -12.50  0.457
H 12.18 -5.20 -13.25  0.461
H 12.20 -5.42 -11.73  0.502
H 9.20 -4.03 -14.64  0.475
H 6.85 -5.72 -15.55  0.503
H 8.27 -6.23 -15.80  0.476
H 7.90 -3.50 -15.27  0.457
H 9.11 -3.76 -17.13  0.506


[6]
Computed, not measured: CH14Ni3O10 as an isolated structure, with ωB97M-V/def2-TZVPD.

Values from the calculation:
net charge	+4
multiplicity	7

Last column: natural (NBO) charge in e.
Atoms and positions in Å:
Ni -11.48 -5.24 -13.56  1.707
Ni -14.92 -7.05 -10.96  1.752
Ni -14.51 -2.81 -14.62  1.686
O -13.94 -5.65 -12.07  -0.902
O -14.51 -4.22 -16.11  -1.020
O -14.73 -5.82 -9.28  -1.018
O -15.70 -2.35 -10.87  -0.965
O -14.30 -1.30 -13.26  -1.042
O -18.04 -5.33 -13.64  -0.911
O -10.41 -3.60 -12.67  -1.029
O -13.04 -7.79 -10.47  -1.010
O -13.14 -4.02 -13.46  -0.912
O -15.24 -4.11 -13.09  -0.749
C -14.12 -4.59 -12.78  0.993
H -12.73 -8.60 -10.04  0.568
H -9.46 -3.33 -12.69  0.570
H -13.79 -4.83 -16.33  0.528
H -14.59 -1.50 -12.34  0.556
H -12.25 -7.28 -10.67  0.520
H -15.95 -2.68 -10.00  0.507
H -18.47 -5.16 -12.79  0.482
H -15.01 -6.00 -8.36  0.563
H -14.17 -5.03 -9.24  0.539
H -10.84 -2.96 -12.09  0.548
H -15.16 -4.35 -16.83  0.570
H -14.10 -0.35 -13.27  0.565
H -15.91 -3.06 -11.49  0.469
H -17.13 -5.08 -13.52  0.435


Energy relative to the best compared isomer or geometry (same formula, charge and spin) across the listed records, respectively: 73.3 174.2 299.6 49.0 217.3 51.0 kJ/mol.
Largest force on an atom across the listed records, respectively: 1.802 3.753 5.077 1.953 1.297 3.246 eV/A.
Molecular weight across the listed records, respectively: 104.1 104.1 104.1 104.1 278.1 362.2 u.